Entry 1:
Below is a 2-piece molecular cluster, C2H7NO2 overall, with properties calculated with wB97M-V/def2-TZVPD.

Geometry as ORCA input:
```
! RIJCOSX wB97M-V def2-TZVPD def2/J DEFGRID3
* xyz 0 1
O 0.4920 1.0434 -0.8128
C -0.1613 1.5975 0.0287
C -0.7757 0.7495 1.1382
N -0.0833 -0.5131 1.4538
H -0.4797 2.6563 0.0437
H -0.9160 1.2254 2.0762
H -1.7883 0.5307 0.7472
H -0.5087 -0.9583 2.2387
H 0.2128 -1.1068 0.6858
H 1.7101 -1.2276 -2.9631
H 0.6740 -1.9687 -2.2060
O 1.6240 -2.0283 -2.4305
*
```

Output
- ΔE to the lowest compared entry with this formula, charge and spin (kJ/mol) = 179.02
- SMILES string = NCC=O.O
- Kohn-Sham gap (Eh) = 0.3666

---

Entry 2:
Below is a 13-piece molecular cluster, H26O13 overall, with properties calculated with wB97M-V/def2-TZVPD.

Geometry as ORCA input:
```
! RIJCOSX wB97M-V def2-TZVPD def2/J DEFGRID3
* xyz 0 1
O -0.6046 0.0881 -0.0690
H -0.3156 0.6261 -0.6750
H 0.2434 -0.1449 0.5050
O -0.3586 -0.7489 3.3280
H -0.5206 -1.3339 2.8390
H -0.9466 -0.6619 4.0330
O 1.0044 1.2331 -2.5280
H 1.2174 0.3071 -2.7250
H 1.7934 1.4941 -2.9110
O 3.2444 -1.8019 0.1260
H 2.3294 -1.9999 0.4620
H 3.4694 -2.6559 -0.2150
O 0.2704 1.8051 3.2090
H -0.1116 1.0591 3.1820
H -0.6056 2.2851 3.1210
O 1.0414 2.6281 0.7470
H 1.2404 1.7761 0.4940
H 0.6214 2.3621 1.5210
O 0.8944 -1.1909 -2.3710
H 1.2634 -1.8859 -2.8440
H 0.8914 -1.5499 -1.4710
O 0.6614 -2.8549 0.3610
H 0.6084 -3.7369 -0.1660
H 0.1304 -2.7299 1.0830
O 2.3494 0.2371 0.8210
H 2.7124 0.6011 1.6940
H 3.0704 0.3781 0.0040
O -2.2716 -1.0729 -2.5730
H -2.3826 -2.0139 -2.9890
H -1.3776 -0.6679 -2.6790
O -3.2956 -1.6439 0.1220
H -2.8966 -1.1859 -0.6770
H -4.0776 -1.1609 0.1640
O -3.0206 1.3581 0.8330
H -2.3776 0.6501 0.4920
H -2.5936 2.0381 1.3770
O -0.8336 3.4621 -1.9330
H -0.2486 2.8141 -2.3990
H -0.2176 3.8401 -1.2940
*
```

Output
- ΔE to the lowest compared entry with this formula, charge and spin (kJ/mol) = 639.37
- Kohn-Sham gap (Eh) = 0.3500

---

Entry 3:
Below is one molecule with the formula C3H3BrF2, with properties calculated with wB97M-V/def2-TZVPD.

Geometry as ORCA input:
```
! RIJCOSX wB97M-V def2-TZVPD def2/J DEFGRID3
* xyz 0 1
C -0.2608 -0.2467 -0.2993
C -1.2562 0.3010 0.3809
C 1.1843 -0.0103 -0.0272
F -2.5487 0.1104 0.1658
F -1.0796 1.1388 1.3998
Br -0.6880 -1.4245 -1.7257
H 1.6770 -0.9522 0.2136
H 1.6681 0.4028 -0.9119
H 1.3040 0.6806 0.8041
*
```

Output
- ΔE to the lowest compared entry with this formula, charge and spin (kJ/mol) = 0.00
- SMILES string = CC(Br)=C(F)F
- Kohn-Sham gap (Eh) = 0.3758

---

Entry 4:
Below is one molecule with the formula C4H2, with properties calculated with wB97M-V/def2-TZVPD.

Geometry as ORCA input:
```
! RIJCOSX wB97M-V def2-TZVPD def2/J DEFGRID3
* xyz 0 1
C -1.8895 0.0181 -0.0135
C -0.6680 -0.2085 -0.0220
C 0.7029 -0.1943 0.0020
C 1.8957 -0.0627 0.0052
H -2.9612 0.0716 0.0668
H 2.9201 0.3757 -0.0385
*
```

Output
- ΔE to the lowest compared entry with this formula, charge and spin (kJ/mol) = 26.09
- SMILES string = C#CC#C
- Kohn-Sham gap (Eh) = 0.3889

---

Entry 5:
Below is a 2-piece molecular cluster, C12H14N3O3 overall, with properties calculated with wB97M-V/def2-TZVPD.

Geometry as ORCA input:
```
! RIJCOSX wB97M-V def2-TZVPD def2/J DEFGRID3
* xyz 1 1
C -4.6442 -2.5559 0.3414
N -3.2849 -2.0193 0.2996
C -3.1029 -0.9130 -0.4417
C -1.7534 -0.3820 -0.5773
C -0.7579 -0.8579 0.3060
C -1.0090 -1.9223 1.1481
C -2.2939 -2.5358 1.0766
C 0.4891 -0.0644 0.4850
C 1.6969 -0.7077 0.4533
C 2.9278 0.1041 0.5394
N 2.8073 1.4921 0.4661
C 1.5858 2.0822 0.4869
C 0.4447 1.3399 0.4376
C 3.9980 2.3424 0.4680
H -4.7357 -3.4605 0.9426
H -4.9212 -2.7514 -0.6945
H -5.1618 -1.6980 0.7705
H -3.9407 -0.6674 -1.0774
H -1.5915 0.2829 -1.4128
H -0.2951 -2.2436 1.8921
H -2.4491 -3.3364 1.7847
H 1.7356 -1.7864 0.4168
H 3.9102 -0.3410 0.5958
H 1.6071 3.1602 0.4254
H -0.5139 1.8006 0.2499
H 4.9218 1.7655 0.5105
H 3.9182 2.8632 1.4222
H 3.9597 2.9532 -0.4340
N 1.6177 2.0038 -2.7251
O 0.4827 1.8609 -3.1864
O 2.3606 1.0741 -2.4948
O 1.9921 3.1181 -2.4745
*
```

Output
- ΔE to the lowest compared entry with this formula, charge and spin (kJ/mol) = 0.00
- Kohn-Sham gap (Eh) = 0.1712

---

Entry 6:
Below is C20H31O5PbS as an isolated structure, with properties calculated with wB97M-V/def2-TZVPD.

Geometry as ORCA input:
```
! RIJCOSX wB97M-V def2-TZVPD def2/J DEFGRID3
* xyz -1 1
O -0.4061 -4.0238 -0.2302
C -0.9990 -5.2061 -0.8398
C -1.7720 -5.5777 0.4350
H -0.2135 -5.8991 -1.1547
H -1.6356 -4.9284 -1.6922
C -1.0666 -4.3305 1.0329
H -1.5114 -6.5342 0.8862
H -2.8590 -5.4797 0.3560
C -0.0500 -4.5862 2.1319
H 0.6596 -5.3584 1.8541
H -0.5498 -4.8919 3.0610
H 0.4589 -3.6365 2.3279
C -1.9881 -3.1891 1.4664
H -2.8248 -3.0197 0.7736
H -1.3810 -2.2769 1.5653
H -2.4324 -3.4226 2.4553
Pb 4.1746 -2.0328 -1.2515
C -1.8177 0.9595 -1.0312
C -0.5955 1.0376 -1.7584
C -0.2514 -0.2796 -2.1716
H -0.0303 1.9455 -1.9511
C -1.1930 -1.1909 -1.6052
C -2.1541 -0.4215 -0.8863
H -3.0054 -0.8077 -0.3272
H -2.3873 1.7941 -0.6384
H 0.5663 -0.5584 -2.8237
H -1.1667 -2.2743 -1.7041
C 0.3409 1.4017 1.4682
C -0.4712 0.7074 2.4133
C 0.1928 -0.5049 2.7676
H -1.4319 1.0465 2.7881
C 1.4486 -0.5212 2.0933
C 1.5412 0.6628 1.2974
H 2.3980 0.9708 0.7015
H 0.0651 2.3051 0.9332
H -0.1830 -1.2620 3.4561
H 2.1979 -1.3032 2.1493
O 4.0019 -4.4407 -1.5360
C 3.3009 -5.4754 -0.7415
C 3.8758 -6.8454 -1.1072
H 2.2291 -5.3899 -0.9744
H 3.4227 -5.2505 0.3297
C 4.8568 -6.6252 -2.2523
H 3.0868 -7.5334 -1.4082
H 4.3848 -7.2809 -0.2459
C 4.9530 -5.1102 -2.4727
H 4.4851 -7.1306 -3.1444
H 5.8156 -7.0788 -2.0002
H 4.6687 -4.8255 -3.4986
H 5.9689 -4.7300 -2.2774
C 2.7858 1.2456 -3.7465
S 3.5777 0.5745 -2.3027
O 4.0400 1.6761 -1.4894
O 2.5922 -0.3610 -1.5849
O 4.6439 -0.3780 -2.8266
H 1.8687 1.8135 -3.4957
H 2.5417 0.4130 -4.4220
H 3.4956 1.9286 -4.2553
*
```

Output
- ΔE to the lowest compared entry with this formula, charge and spin (kJ/mol) = 424.03
- Kohn-Sham gap (spin up / spin down) (Eh) = 0.1849 / 0.1517

---

Entry 7:
Below is C13H17ClORu as an isolated structure, with properties calculated with wB97M-V/def2-TZVPD.

Geometry as ORCA input:
```
! RIJCOSX wB97M-V def2-TZVPD def2/J DEFGRID3
* xyz -1 6
C -3.2076 -0.9361 -0.2314
C -2.0283 -1.1519 -1.0789
C -1.5834 0.1219 -1.5624
H -1.6645 -2.0983 -1.4458
C -2.2387 1.1126 -0.7912
C -3.3105 0.5074 -0.0117
H -4.1044 0.9869 0.5590
H -3.8976 -1.6832 0.1531
H -0.9199 0.3037 -2.3932
H -2.0448 2.1732 -0.8304
Ru -1.5912 -0.4359 1.0466
Cl -0.1670 -2.1790 1.0935
C 3.2753 0.2409 0.0954
C 2.7828 1.4655 -0.4563
C 2.1782 1.1697 -1.7169
H 2.9164 2.4648 -0.0603
C 2.3403 -0.2382 -1.9582
C 3.0284 -0.7983 -0.8500
H 3.4242 -1.8129 -0.8047
H 3.5881 0.0898 1.1330
H 1.5532 1.8275 -2.3038
H 1.9276 -0.7800 -2.8025
C -1.4492 0.8062 3.4682
C -0.2732 1.3809 2.7074
C 1.1395 1.0531 3.1850
O -0.3289 0.9810 1.3415
H -1.4148 -0.2943 3.3888
H -2.3792 1.1846 3.0283
H -1.4534 1.1114 4.5168
H -0.3066 2.4760 2.6779
H 1.3824 0.0035 3.0030
H 1.8710 1.6520 2.6238
H 1.2964 1.2516 4.2510
*
```

Output
- Kohn-Sham gap (spin up / spin down) (Eh) = 0.1889 / 0.1714
- ⟨S²⟩ = 8.79

---

Entry 8:
Below is one molecule with the formula C23H15N7, with properties calculated with wB97M-V/def2-TZVPD.

Geometry as ORCA input:
```
! RIJCOSX wB97M-V def2-TZVPD def2/J DEFGRID3
* xyz 0 1
N -1.9508 1.3900 1.4008
N -2.3597 2.6232 1.0033
N -1.4282 -5.1111 5.2421
N 0.0577 1.6883 -4.6990
N 1.3394 -3.0450 -0.9543
C -1.4224 0.7933 0.3435
C -2.0265 2.8647 -0.2402
C -0.9267 1.6985 -2.0736
C -1.3950 1.7204 -0.7793
C -1.0625 2.8957 -2.9259
C -0.8439 -1.4437 1.3814
C -1.7875 3.9979 -2.4317
C -0.7057 -0.4837 0.3852
C 0.5852 1.5581 -5.9142
C -1.3727 -5.9528 4.2056
C -0.9617 -3.8704 5.1114
C 1.5340 -4.2894 -0.4233
C -0.4061 2.8794 -4.2642
C 0.5979 -2.2305 -0.2295
C 0.6307 2.6073 -6.8173
C -0.3107 3.9900 -5.1414
C 0.1872 3.8705 -6.4468
C -0.8968 -5.5919 2.9648
C -0.4334 -3.4467 3.8826
C 0.9893 -4.6952 0.7778
C -0.0239 -2.5985 0.9795
C -0.4005 -4.2990 2.7923
C 0.1778 -3.8757 1.5382
N -2.3116 3.9324 -1.0716
N 0.1502 -0.9901 -0.5737
H -0.4454 0.7839 -2.4753
H -1.4255 -1.3001 2.2834
H -1.9826 4.8316 -3.0678
H 0.9822 0.6062 -6.2105
H -1.7069 -6.9760 4.4446
H -0.9859 -3.2030 5.9258
H 2.1302 -5.0507 -0.9152
H 1.0520 2.4541 -7.8080
H -0.7985 4.9237 -4.8909
H 0.1912 4.7111 -7.1265
H -0.9039 -6.2761 2.1197
H -0.0455 -2.4479 3.8038
H 1.2531 -5.6972 1.0897
H -2.5480 4.8139 -0.5737
H 0.5486 -0.4798 -1.3484
*
```

Output
- SMILES string = c1ccc(-c2c[nH]c3nnc(-c4cc5c(-c6ccncc6)ccnc5[nH]4)c-3c2)nc1
- Kohn-Sham gap (Eh) = 0.2420